[1]
Below is a 10-piece molecular cluster, H20O10 overall in a non-equilibrium geometry, with properties calculated with wB97M-V/def2-TZVPD.

```
30
Properties=species:S:1:pos:R:3
O -0.898 0.009 -0.070
H -1.472 0.168 0.688
H -0.055 0.396 0.190
O -2.078 1.105 4.612
H -2.489 1.191 3.745
H -1.217 1.525 4.507
O -0.731 -2.415 2.606
H -1.268 -3.201 2.458
H -1.333 -1.796 3.034
O 1.968 -1.665 -1.404
H 2.637 -1.841 -0.732
H 2.342 -2.036 -2.211
O 0.570 -1.827 -4.265
H -0.239 -1.832 -3.740
H 1.251 -1.548 -3.643
O 3.162 1.960 -2.127
H 2.704 1.618 -1.351
H 3.070 1.260 -2.782
O -4.507 0.665 0.357
H -4.813 1.355 -0.241
H -4.453 1.104 1.214
O 0.389 3.246 -1.259
H 0.625 3.206 -0.325
H 1.097 2.763 -1.700
O -0.420 0.742 -1.689
H -0.068 1.494 -2.178
H -1.339 0.686 -1.974
O 2.212 -2.087 3.006
H 2.756 -2.858 2.806
H 2.595 -1.384 2.470
```

Relative energy (zero: lowest compared OMol25 entry of this formula, charge and spin) (kJ/mol): 604.8
Net charge: 0
Multiplicity: 1
Kohn-Sham gap (eV): 8.7
F_max (eV/Å): 7.0
Structure (SMILES): O.O.O.O.O.O.O.O.O.O

The computed Löwdin charges, all in e, follow: O -0.0994; H 0.0363; H 0.0541; O -0.0547; H 0.0207; H 0.0376; O -0.0609; H 0.0355; H 0.0229; O -0.0444; H 0.0398; H 0.0257; O -0.0531; H 0.0413; H -0.0067; O -0.0427; H 0.0270; H 0.0457; O -0.0546; H 0.0383; H 0.0271; O -0.0488; H 0.0501; H -0.0028; O -0.1300; H 0.0217; H 0.0749; O -0.0584; H 0.0334; H 0.0244



[2]
Below is a 10-piece molecular cluster, H20O10 overall, with properties calculated with wB97M-V/def2-TZVPD.

```
30
Properties=species:S:1:pos:R:3
O 0.022 -0.307 -0.258
H 0.266 -0.855 0.488
H -0.066 0.573 0.109
O 1.667 3.567 1.802
H 1.197 2.819 1.434
H 1.259 3.710 2.656
O 2.306 -1.187 -2.339
H 1.922 -1.055 -3.206
H 1.704 -0.744 -1.741
O -1.754 2.840 -0.732
H -1.751 3.694 -0.301
H -2.656 2.725 -1.030
O 0.441 3.271 -2.321
H 1.347 3.193 -2.023
H -0.080 2.920 -1.599
O 0.234 -4.174 -0.463
H 0.566 -3.280 -0.548
H 0.925 -4.723 -0.834
O -0.369 1.837 1.255
H -0.782 2.107 2.076
H -0.803 2.364 0.584
O 0.950 -2.148 1.716
H 1.297 -2.928 2.148
H 0.874 -1.500 2.416
O -1.398 -1.979 -1.964
H -1.697 -2.570 -1.273
H -1.262 -1.141 -1.522
O -1.778 -2.366 1.608
H -1.708 -2.327 2.562
H -0.873 -2.337 1.299
```

Relative energy (zero: lowest compared OMol25 entry of this formula, charge and spin) (kJ/mol): 297.8
Net charge: 0
Multiplicity: 1
Kohn-Sham gap (eV): 9.9
F_max (eV/Å): 0.9
Structure (SMILES): O.O.O.O.O.O.O.O.O.O

The computed Löwdin charges, all in e, follow: O -0.0399; H -0.0033; H -0.0032; O -0.0598; H -0.0223; H 0.0236; O -0.0571; H 0.0331; H -0.0114; O -0.0159; H 0.0812; H 0.0931; O -0.0490; H 0.0348; H -0.0303; O -0.0428; H 0.0075; H 0.0412; O -0.0467; H 0.0823; H -0.0041; O -0.0387; H 0.0799; H 0.0694; O -0.0622; H 0.0132; H -0.0099; O -0.0526; H 0.0276; H -0.0374



[3]
Below is a 10-piece molecular cluster, H20O10 overall, with properties calculated with wB97M-V/def2-TZVPD.

```
30
Properties=species:S:1:pos:R:3
O 7.991 21.599 -13.077
H 8.628 21.444 -13.774
H 8.029 22.543 -12.923
O 11.935 20.433 -11.081
H 11.000 20.260 -11.190
H 12.334 20.114 -11.891
O 13.924 10.720 -13.031
H 14.331 9.951 -12.633
H 14.204 11.452 -12.481
O 10.427 19.393 -16.285
H 11.200 18.829 -16.327
H 9.873 19.096 -17.007
O 4.315 19.117 -14.121
H 5.113 19.586 -13.877
H 4.134 19.401 -15.017
O 11.599 11.404 -17.436
H 12.075 11.232 -16.623
H 12.198 11.940 -17.956
O 7.977 17.109 -19.352
H 8.121 16.917 -20.278
H 7.659 16.286 -18.982
O 9.968 15.682 -13.228
H 9.775 16.227 -13.991
H 10.736 15.172 -13.485
O 14.678 17.625 -14.442
H 15.263 17.135 -13.864
H 15.063 18.500 -14.488
O 7.987 15.490 -8.823
H 8.098 15.503 -9.773
H 7.319 16.153 -8.650
```

Relative energy (zero: lowest compared OMol25 entry of this formula, charge and spin) (kJ/mol): 350.7
Net charge: 0
Multiplicity: 1
Kohn-Sham gap (eV): 11.3
F_max (eV/Å): 0.3
Structure (SMILES): O.O.O.O.O.O.O.O.O.O

The computed Löwdin charges, all in e, follow: O -0.0539; H 0.0257; H 0.0305; O -0.0527; H 0.0272; H 0.0237; O -0.0552; H 0.0287; H 0.0271; O -0.0540; H 0.0272; H 0.0264; O -0.0536; H 0.0235; H 0.0272; O -0.0543; H 0.0271; H 0.0266; O -0.0556; H 0.0288; H 0.0297; O -0.0518; H 0.0242; H 0.0277; O -0.0563; H 0.0291; H 0.0278; O -0.0552; H 0.0268; H 0.0275



[4]
Below is a 10-piece molecular cluster, H20O10 overall, with properties calculated with wB97M-V/def2-TZVPD.

```
30
Properties=species:S:1:pos:R:3
O 15.609 -14.297 14.710
H 15.751 -15.242 14.662
H 15.205 -14.072 13.872
O 16.429 -15.825 17.720
H 16.030 -16.180 16.925
H 15.687 -15.567 18.266
O 14.785 -18.554 15.856
H 14.047 -18.702 15.265
H 14.391 -18.520 16.728
O 18.714 -14.474 18.150
H 17.923 -15.008 18.218
H 18.974 -14.312 19.057
O 17.569 -18.220 18.628
H 17.070 -17.404 18.669
H 18.387 -17.980 18.193
O 16.065 -16.994 13.966
H 16.220 -17.384 13.106
H 15.569 -17.659 14.444
O 14.235 -13.210 17.020
H 13.823 -14.069 17.111
H 14.862 -13.320 16.305
O 14.840 -17.984 20.337
H 15.112 -17.102 20.587
H 15.161 -18.544 21.044
O 13.783 -16.103 17.257
H 13.381 -16.766 17.818
H 13.248 -16.105 16.462
O 15.627 -15.712 21.645
H 14.705 -15.817 21.879
H 15.637 -14.974 21.035
```

Relative energy (zero: lowest compared OMol25 entry of this formula, charge and spin) (kJ/mol): 274.4
Net charge: 0
Multiplicity: 1
Kohn-Sham gap (eV): 10.2
F_max (eV/Å): 1.0
Structure (SMILES): O.O.O.O.O.O.O.O.O.O

The computed Löwdin charges, all in e, follow: O -0.0418; H -0.0138; H 0.0492; O -0.0431; H 0.0429; H 0.0434; O -0.0305; H 0.0545; H 0.0451; O -0.0592; H -0.0368; H 0.0236; O -0.0660; H -0.0279; H 0.0306; O -0.0354; H 0.0562; H -0.0100; O -0.0650; H -0.0244; H -0.0098; O -0.0607; H -0.0378; H 0.0435; O -0.0348; H 0.0599; H 0.0675; O -0.0283; H 0.0542; H 0.0548



Question: The lowest relative energy (zero: lowest compared OMol25 entry of this formula, charge and spin) belongs to which entry?
Answer: number 4



Question: Which formula does entry 3 have?
Answer: H20O10